Density functional theory data (ωB97M-V with the def2-TZVPD basis set) for a molecular structure, C32H42CaN7O2S in a non-equilibrium geometry.

```
! RIJCOSX wB97M-V def2-TZVPD def2/J DEFGRID3
* xyz -1 1
Ca 0.125 0.156 0.335
C -2.953 0.454 -0.277
N -2.218 -0.704 -0.785
C -2.390 -1.895 0.057
C -1.211 -2.877 -0.126
C -0.384 -3.066 1.158
N -0.286 -1.794 1.839
C -0.308 -1.764 3.110
C -0.431 -0.565 3.908
C -0.320 -0.668 5.300
C -0.531 0.405 6.136
C -0.919 1.624 5.566
C -1.059 1.755 4.206
C -0.782 0.687 3.303
O -0.878 0.854 2.037
C -2.606 -0.979 -2.174
C -1.720 -0.303 -3.218
C -0.455 -1.097 -3.526
N 0.511 -1.111 -2.443
C 1.737 -1.107 -2.780
C 2.892 -1.318 -1.925
C 4.099 -1.628 -2.562
C 5.243 -1.948 -1.863
C 5.192 -1.949 -0.467
C 4.031 -1.615 0.191
C 2.833 -1.273 -0.499
O 1.777 -0.936 0.150
H -4.042 0.279 -0.257
H -2.745 1.317 -0.912
H -2.610 0.696 0.726
H -3.353 -2.390 -0.147
H -2.413 -1.550 1.090
H -0.545 -2.447 -0.873
H -1.548 -3.851 -0.486
H 0.618 -3.410 0.884
H -0.835 -3.831 1.808
H -0.303 -2.709 3.676
H -0.064 -1.636 5.722
H -0.414 0.310 7.208
H -1.124 2.474 6.208
H -1.376 2.693 3.763
H -3.649 -0.662 -2.326
H -2.577 -2.060 -2.341
H -1.440 0.697 -2.885
H -2.281 -0.205 -4.153
H -0.002 -0.727 -4.458
H -0.745 -2.143 -3.707
H 1.993 -1.022 -3.850
H 4.123 -1.631 -3.648
H 6.160 -2.204 -2.380
H 6.079 -2.206 0.100
H 4.000 -1.610 1.274
C 2.558 1.148 2.501
C 3.812 1.908 2.999
N 3.879 3.232 2.376
C 4.095 3.058 0.935
C 3.043 2.083 0.352
N 1.982 1.853 1.346
C 1.470 3.151 1.804
C 2.589 3.907 2.565
H 1.797 1.101 3.283
H 2.791 0.127 2.198
H 4.731 1.374 2.744
H 3.793 2.035 4.085
H 5.111 2.686 0.777
H 4.023 4.045 0.471
H 3.495 1.122 0.110
H 2.588 2.476 -0.558
H 0.610 2.970 2.448
H 1.123 3.706 0.931
H 2.385 3.940 3.639
H 2.694 4.937 2.212
C -1.483 6.533 0.591
C -0.658 5.935 -0.516
C 0.061 6.744 -1.390
C 0.839 6.076 -2.325
N 0.886 4.762 -2.427
C 0.106 4.040 -1.579
S 0.140 2.338 -1.732
N -0.634 4.614 -0.600
H -1.588 7.610 0.459
H -0.997 6.341 1.550
H -2.468 6.069 0.620
H 0.030 7.824 -1.331
H 1.465 6.628 -3.024
*
```

## Properties
relative energy (zero: lowest compared OMol25 entry of this formula, charge and spin) = 0.0000 eV
LUMO energy = 0.101 Eh
M = 628.9 g mol⁻¹
HOMO-LUMO gap = 7.2 eV
DFT total energy = -2854.34912 a.u.
E_HOMO = -0.1632 Eh